No. 1
DFT (ωB97M-V with the def2-TZVPD basis set) results for C7H9F2N3 as an isolated structure.

```
21
Properties=species:S:1:pos:R:3
C -1.77273 -0.17538 -0.59746
C -0.78044 -1.63288 0.66202
C -1.93629 -1.38477 0.02368
C 2.11480 0.92676 -0.46165
C -3.16909 -2.30432 -0.00680
C 2.35674 3.29340 -0.23104
C 1.33673 -0.47225 0.62606
N -0.55640 0.28371 -0.46746
N 1.94263 1.98327 0.17186
N 0.01367 -0.55997 0.36230
F 1.67997 -0.23204 1.84867
F 2.06716 -1.61617 0.39863
H -2.46896 0.28385 -1.27061
H -0.46802 -2.30204 1.40918
H 2.70569 0.69590 -1.27094
H -3.87586 -2.28460 0.87659
H -3.88422 -2.01301 -0.81163
H -2.73256 -3.31801 -0.17192
H 3.30140 3.40013 -0.80193
H 2.45844 3.76563 0.67542
H 1.66735 3.66279 -0.96300
```

Values from the calculation:
E_LUMO (eV): 0.9
Kohn-Sham gap (Ha): 0.369
Energy relative to the best compared isomer or geometry (same formula, charge and spin) (kcal per mole): 20.9
E_tot (hartree): -636.01164



No. 2
DFT (ωB97M-V with the def2-TZVPD basis set) results for C28H70FeN3O10Ti as an isolated structure.

```
113
Properties=species:S:1:pos:R:3
Fe 2.20077 -0.41878 2.23345
Ti -0.22340 -0.01016 -0.25601
C -1.16860 -1.10706 4.07835
C -1.14342 -0.10925 2.95072
C -1.50466 1.33830 3.49033
O 0.08071 -0.10134 2.27936
H -0.54167 -0.96584 4.95876
H -0.96061 -2.12512 3.74913
H -2.13729 -1.09807 4.57803
H -1.97876 -0.36961 2.30072
H -0.77630 1.92942 4.04546
H -2.33632 1.37221 4.19410
H -1.73401 2.03645 2.68529
C 2.23749 -0.32227 -2.44643
C 2.90208 0.10599 -1.10738
C 2.98532 1.61625 -0.93445
O 2.20551 -0.44551 0.03022
H 2.62328 0.21471 -3.31299
H 1.16136 -0.14912 -2.43941
H 2.42306 -1.39308 -2.53028
H 3.91501 -0.26482 -1.26410
H 3.54569 2.01304 -1.78099
H 3.57356 1.88019 -0.05559
H 2.04223 2.12692 -0.73977
C 2.39077 3.47633 4.05415
C 2.93224 2.36124 3.11363
C 4.34965 2.78050 2.79575
O 2.87887 1.03044 3.64454
H 1.46339 3.01822 4.39797
H 2.25704 4.42566 3.53550
H 3.00847 3.75294 4.90857
H 2.41273 2.40575 2.15643
H 4.64822 2.27013 1.88007
H 5.00627 2.52322 3.62687
H 4.39600 3.83984 2.54324
C -0.38468 -5.49977 5.05399
O 0.26671 -4.61692 4.14688
C 1.63653 -4.33958 4.52079
C 2.11890 -2.92581 4.13342
N 2.01007 -2.54124 2.68191
C 2.89769 -3.26344 1.79945
C 4.32790 -2.75948 1.75826
O 4.28793 -1.33783 2.07728
C 5.57713 -0.85827 2.24454
H -1.41631 -5.70380 4.76725
H -0.37789 -5.09987 6.06796
H 0.05619 -6.48977 5.17076
H 2.27072 -5.10708 4.07712
H 1.83518 -4.50439 5.57978
H 3.11686 -2.75635 4.53771
H 1.60716 -2.19133 4.75532
H 1.03592 -2.76862 2.54249
H 2.51796 -2.91554 0.83878
H 2.76025 -4.34244 1.72900
H 4.73547 -2.83437 0.75011
H 4.92927 -3.36333 2.43784
H 5.38492 0.17725 2.52534
H 6.26324 -0.93452 1.40101
H 6.17568 -1.15972 3.10417
C -1.23425 -3.04721 0.68344
O -1.28714 -2.01888 -0.29216
C -2.31829 -2.17520 -1.28753
C -2.23471 -1.26112 -2.46301
N -1.72557 0.16263 -2.13640
C -2.64207 0.91367 -1.36584
C -2.09324 2.32135 -0.97486
O -1.03458 2.22811 0.05918
C -0.36212 3.47764 0.28515
H -1.88942 -2.92794 1.54635
H -0.21306 -2.97078 1.05686
H -1.32361 -4.09519 0.39734
H -3.33218 -2.11757 -0.89152
H -2.35447 -3.21312 -1.61844
H -3.12221 -1.18103 -3.09072
H -1.62606 -1.78676 -3.19877
H -1.74158 0.50864 -3.08515
H -2.84291 0.31755 -0.47567
H -3.61018 1.03625 -1.85146
H -2.76418 3.08607 -0.58353
H -1.59961 2.76021 -1.84195
H 0.23948 3.34606 1.18452
H -0.91474 4.41709 0.29722
H 0.32829 3.74225 -0.51574
C 0.94077 0.67007 -8.33819
O 0.25908 0.50015 -7.10234
C 0.18462 1.70467 -6.28754
C -0.60283 1.40136 -4.97944
N -1.99394 0.83449 -5.24095
C -2.94728 1.88440 -5.78754
C -3.58702 2.94010 -4.74556
O -4.66802 2.39921 -3.97125
C -5.53158 3.31670 -3.28414
H 0.54937 1.44482 -8.99749
H 0.77181 -0.32070 -8.76001
H 2.01630 0.76202 -8.18697
H -0.33481 2.51448 -6.79988
H 1.14526 2.14654 -6.02290
H -0.62555 2.40386 -4.55213
H 0.03647 0.75617 -4.37684
H -1.69431 0.16046 -5.93087
H -3.77295 1.24897 -6.10786
H -2.47089 2.34041 -6.65541
H -3.86905 3.86715 -5.24470
H -2.76634 3.19252 -4.07410
H -6.40875 2.72891 -3.01361
H -5.85281 4.01502 -4.05697
H -5.07433 3.81572 -2.42974
C -4.53890 -1.14100 2.37236
O -5.75681 -1.77138 2.67100
H -4.31101 -0.15422 2.77539
H -3.67266 -1.79628 2.28103
H -4.79760 -0.88273 1.34548
H -5.69510 -2.00622 3.59979
```

Values from the calculation:
E_LUMO (spin up / spin down) (eV): 0.5 / 0.5
Kohn-Sham gap (spin up / spin down) (Ha): 0.140 / 0.263
2S+1: 8
<S²>: 15.760
E_tot (hartree): -4138.32328



No. 3
DFT (ωB97M-V with the def2-TZVPD basis set) results for C5H14NO4 as an isolated structure.

```
24
Properties=species:S:1:pos:R:3
C -0.86932 -1.46195 1.56074
C 0.24971 -0.66186 2.13064
N 1.15356 0.00519 1.28580
C 1.72294 1.19600 1.97854
C 0.68320 0.46384 -0.08374
C 0.86203 -0.69127 -1.09739
O -0.27846 -1.33310 -1.44585
O 0.44170 -0.63182 3.33775
H -1.32396 -1.00024 0.67067
H -0.42385 -2.45336 1.41123
H -1.72986 -1.48283 2.22152
H 1.11479 1.61464 2.78948
H 2.18464 1.89955 1.31675
H 2.53778 0.74922 2.61793
H -0.33565 0.85336 -0.24884
H 1.35467 1.27286 -0.41282
H 1.57254 -1.43017 -0.66098
H 1.35562 -0.20106 -1.99579
H -2.69261 -0.33046 -2.54223
H -1.32367 -0.61928 -1.70672
O -2.29687 -0.01656 -1.72241
H -1.97769 1.09479 -3.28696
H -0.81286 1.57397 -2.61019
O -1.16838 1.59054 -3.50712
```

Values from the calculation:
Charge: -1
E_LUMO (eV): 3.6
Kohn-Sham gap (Ha): 0.285
Energy relative to the best compared isomer or geometry (same formula, charge and spin) (kcal per mole): 61.0
E_tot (hartree): -554.63088



No. 4
DFT (ωB97M-V with the def2-TZVPD basis set) results for C3H9Ag3ClO4P as an isolated structure.

```
21
Properties=species:S:1:pos:R:3
Ag -0.81698 -2.70418 3.45169
Ag -0.30822 -3.17420 -0.03804
Ag -3.54515 -4.46482 2.21709
Cl -2.53403 -1.98743 1.19574
C 1.72283 2.57213 -0.93865
O 1.93470 1.18838 -1.01927
P 0.72745 0.21297 -0.72264
O 1.02191 -1.24754 -0.94523
O 0.33323 0.58304 0.84082
C 0.98338 -0.09771 1.82422
O -0.42581 0.89339 -1.68101
C -1.66061 0.21003 -1.80093
H 0.92305 2.83026 -0.24451
H 1.74218 3.00395 -1.93928
H 2.64636 2.82546 -0.41806
H 1.38543 0.67486 2.47965
H 1.72604 -0.77388 1.40073
H 0.26240 -0.78281 2.27021
H -1.45251 -0.55964 -2.54417
H -2.31291 0.85970 -2.38447
H -2.35271 -0.06196 -1.00399
```

Values from the calculation:
Charge: +3
E_LUMO (spin up / spin down) (eV): -12.6 / -16.2
Kohn-Sham gap (spin up / spin down) (Ha): 0.321 / 0.184
2S+1: 2
<S²>: 0.756
E_tot (hartree): -1661.90605



No. 5
DFT (ωB97M-V with the def2-TZVPD basis set) results for C20H18Br2IrN3OSSeTe as an isolated structure.

```
48
Properties=species:S:1:pos:R:3
Ir -0.86730 2.17460 -1.05000
Br -1.77058 -2.89994 -1.17548
C -1.59595 -1.74819 0.30316
C -1.69872 -2.28441 1.59813
C -1.57366 -1.48767 2.69998
Br -1.67450 -2.26341 4.41780
C -1.34478 -0.09731 2.55728
C -1.21381 0.82185 3.62175
C -0.96591 2.14029 3.35771
C -0.83523 2.56665 2.02766
N -0.96045 1.73528 1.01391
C -1.22776 0.41176 1.24998
C -1.35188 -0.40710 0.08682
O -1.20724 0.13885 -1.09881
H -1.87930 -3.34386 1.71563
H -1.31603 0.47275 4.64028
H -0.86201 2.86106 4.15580
H -0.61798 3.59901 1.78850
S -0.88098 5.50985 -0.72229
C -0.83604 3.97581 -0.89146
C 1.25897 -1.44954 -2.13309
N 1.54440 -1.03941 -0.76626
C 1.73234 0.22020 -0.35574
Se 1.67995 1.77089 -1.40831
N 1.93312 0.19639 0.97306
C 1.82526 -1.10205 1.45161
C 1.90570 -1.63707 2.73011
C 1.71547 -3.00062 2.84071
C 1.45555 -3.79936 1.71775
C 1.38294 -3.26478 0.44543
C 1.57615 -1.89385 0.33582
H 1.74744 -0.76024 -2.81521
H 0.18349 -1.44119 -2.30083
H 1.65376 -2.45106 -2.28415
H 2.08295 1.03255 1.51393
H 2.10014 -1.01810 3.59588
H 1.76422 -3.46366 3.81652
H 1.30517 -4.86161 1.85303
H 1.16750 -3.88202 -0.41533
C -0.80567 0.66220 -4.30905
Te -1.72973 2.39222 -3.50405
C -0.37271 3.77735 -4.38728
H -0.81597 0.72849 -5.39406
H -1.37998 -0.19946 -3.97694
H 0.20713 0.61786 -3.91807
H 0.40253 3.20187 -4.88733
H 0.06240 4.39390 -3.60746
H -0.90239 4.39422 -5.10705
```

Values from the calculation:
Charge: +1
E_LUMO (spin up / spin down) (eV): -3.2 / -4.3
Kohn-Sham gap (spin up / spin down) (Ha): 0.254 / 0.235
2S+1: 2
<S²>: 0.758
Energy relative to the best compared isomer or geometry (same formula, charge and spin) (kcal per mole): 0.0
E_tot (hartree): -9332.29963